DFT (ωB97M-V/def2-TZVPD) results for C6H6BNO5S in the gas phase in a non-equilibrium geometry.

Calculated values
* HOMO: -9.6 eV
* SMILES: CC(=O)c1scc([N+](=O)[O-])c1B(O)O
* total charge: 0
* ΔE to the lowest compared entry with this formula, charge and spin: 0.0 kcal per mole

Each line ends with the Mulliken charge.
Atoms and positions in Å:
B -0.714 -1.050 1.163  0.716
C 1.399 -0.605 -2.012  -0.296
C 0.022 -0.559 -0.134  0.204
C 0.786 -1.329 -1.014  -0.483
C 0.044 0.826 -0.499  -0.054
C -0.609 1.824 0.341  1.164
C -0.349 3.312 -0.079  -1.453
N 0.947 -2.823 -0.850  0.992
O -1.251 1.427 1.309  -0.573
O 1.379 -3.373 -1.864  -0.592
O 0.665 -3.393 0.175  -0.569
O -2.071 -1.109 1.216  -0.566
O 0.101 -1.143 2.204  -0.549
S 0.958 1.004 -1.981  -0.198
H 1.940 -1.141 -2.794  0.476
H -0.501 3.713 -1.133  0.350
H 0.574 3.623 0.345  0.365
H -1.051 3.849 0.499  0.431
H -2.506 -1.431 2.084  0.306
H 0.236 -1.623 3.023  0.328

***

DFT (ωB97M-V/def2-TZVPD) results for a 2-piece molecular cluster, C6H6Br2F3O2 overall in a non-equilibrium geometry.

Calculated values
* HOMO: -3.5 eV
* total charge: -1
* ΔE to the lowest compared entry with this formula, charge and spin: 32.3 kcal per mole

Each line ends with the Mulliken charge.
Atoms and positions in Å:
C 1.040 -1.091 1.727  0.898
C -1.012 -1.165 -1.137  -1.194
C -0.904 0.178 -0.484  0.183
C -0.247 1.256 -0.943  -0.449
C 1.377 -1.368 0.417  -0.500
C -0.331 2.649 -0.352  0.768
O 1.227 -0.010 2.327  -0.738
O 0.253 -2.011 2.308  -0.494
F -1.341 3.425 -0.996  -0.320
F -0.536 2.847 0.903  -0.235
F 0.732 3.365 -0.693  -0.293
Br 2.799 -0.276 -0.349  -0.199
Br 1.257 -3.221 -0.282  -0.228
H -0.971 -1.952 -0.423  0.248
H -1.944 -1.224 -1.773  0.380
H -0.109 -1.253 -1.923  0.222
H -0.033 -1.737 3.186  0.323
H -1.562 0.385 0.364  0.311
H 0.304 1.206 -1.878  0.317

***

DFT (ωB97M-V/def2-TZVPD) results for C6H6Br2N2 as an isolated structure in a non-equilibrium geometry.

Calculated values
* HOMO: -8.6 eV
* total charge: 0
* ΔE to the lowest compared entry with this formula, charge and spin: 101.2 kcal per mole

Each line ends with the Mulliken charge.
Atoms and positions in Å:
C -0.541 -1.089 1.068  -0.147
C -2.505 -0.464 0.296  0.664
C -2.201 0.681 -0.350  -0.226
C 1.317 0.830 -1.027  -0.499
C 2.075 -0.327 -0.390  -0.618
C 1.179 0.542 0.443  -0.128
N -1.810 -1.356 0.941  -0.592
N -0.051 0.099 0.852  -0.382
Br -4.125 -1.112 -0.549  -0.139
Br -2.139 2.400 0.081  0.102
H 0.111 -1.761 1.534  0.533
H 1.676 1.820 -1.334  0.287
H 0.463 0.382 -1.625  0.206
H 1.623 -1.360 -0.736  0.211
H 3.249 -0.436 -0.363  0.254
H 1.679 1.153 1.159  0.476

***

DFT (ωB97M-V/def2-TZVPD) results for a 2-piece molecular cluster, C6H6BrClSi overall in a non-equilibrium geometry.

Calculated values
* HOMO (spin up / spin down): -8.1 / -9.1 eV
* total charge: 0
* ΔE to the lowest compared entry with this formula, charge and spin: 87.4 kcal per mole

Each line ends with the Mulliken charge.
Atoms and positions in Å:
C 0.871 0.535 -1.140  -0.262
C 1.285 -0.725 -1.621  -0.487
C 0.642 0.864 0.155  -0.562
C 1.278 -1.717 -0.699  -0.144
C 0.869 -0.205 1.168  -0.278
C 1.246 -1.393 0.660  -0.274
Si -3.184 0.798 0.822  0.374
Cl -2.486 -1.114 0.999  -0.166
Br -2.979 2.030 2.640  -0.161
H 0.728 1.303 -1.860  0.337
H 1.524 -0.798 -2.665  0.381
H 0.241 1.740 0.602  0.568
H 1.620 -2.735 -0.875  0.371
H 0.852 0.102 2.211  0.352
H -2.506 1.317 -0.397  -0.050

***

DFT (ωB97M-V/def2-TZVPD) results for C6H6BrHf as an isolated structure in a non-equilibrium geometry.

Calculated values
* HOMO: -19.0 eV
* total charge: +3
* ΔE to the lowest compared entry with this formula, charge and spin: 0.0 kcal per mole

Each line ends with the Mulliken charge.
Atoms and positions in Å:
Hf -13.631 -18.324 -16.397  1.193
Br -12.069 -18.540 -14.115  0.001
C -9.847 -18.092 -9.330  -0.597
C -10.255 -17.945 -10.631  0.363
C -10.017 -16.720 -11.373  0.383
C -9.230 -15.731 -10.812  -0.608
C -8.742 -15.878 -9.531  0.024
C -9.042 -17.101 -8.781  0.015
H -9.965 -19.024 -8.791  0.440
H -10.776 -18.816 -11.016  0.353
H -10.410 -16.698 -12.386  0.121
H -8.895 -14.824 -11.300  0.418
H -8.073 -15.120 -9.136  0.453
H -8.632 -17.226 -7.781  0.442

***

DFT (ωB97M-V/def2-TZVPD) results for C6H6BrNS in the gas phase in a non-equilibrium geometry.

Calculated values
* HOMO: -8.4 eV
* SMILES: C=C/C=C\SC(Br)=C=N
* total charge: 0
* ΔE to the lowest compared entry with this formula, charge and spin: 49.8 kcal per mole

Each line ends with the Mulliken charge.
Atoms and positions in Å:
C -0.010 0.715 2.533  0.747
C 0.696 -0.844 -1.245  -0.051
C 1.062 -1.530 -0.147  -0.469
C -0.204 0.350 -1.279  0.296
C -0.634 -0.366 2.061  -0.453
C -0.619 0.815 -2.492  -0.875
N 0.483 1.643 3.132  -0.500
S 0.412 -1.668 1.519  -0.037
Br -2.551 -0.210 1.723  -0.087
H 1.035 -1.227 -2.238  0.186
H 1.699 -2.464 -0.163  0.187
H -0.404 0.736 -0.279  0.252
H -1.421 1.507 -2.398  0.352
H -0.261 0.124 -3.398  0.183
H 0.717 2.419 2.672  0.270

***

DFT (ωB97M-V/def2-TZVPD) results for a 6-piece molecular cluster, C6H6Cl18 overall in a non-equilibrium geometry.

Calculated values
* HOMO: -11.1 eV
* SMILES: ClC(Cl)Cl.ClC(Cl)Cl.ClC(Cl)Cl.ClC(Cl)Cl.ClC(Cl)Cl.ClC(Cl)Cl
* total charge: 0
* ΔE to the lowest compared entry with this formula, charge and spin: 22.9 kcal per mole

Each line ends with the Mulliken charge.
Atoms and positions in Å:
C 4.307 -1.665 -0.721  -0.005
Cl 5.253 -2.654 0.468  -0.119
Cl 2.628 -1.777 -0.199  -0.008
Cl 4.462 -2.337 -2.407  -0.134
H 4.601 -0.617 -0.674  0.265
C 4.019 1.933 2.847  0.340
Cl 4.923 0.743 1.825  -0.089
Cl 4.389 3.636 2.434  -0.113
Cl 4.211 1.545 4.590  -0.135
H 2.954 1.717 2.774  0.009
C -2.258 4.059 -1.511  0.295
Cl -3.843 4.568 -0.931  -0.117
Cl -1.032 4.427 -0.246  -0.118
Cl -1.751 4.832 -3.062  -0.126
H -2.291 2.973 -1.606  0.056
C -0.330 0.042 1.101  0.563
Cl -1.518 0.745 0.097  -0.054
Cl -1.181 -0.381 2.624  -0.131
Cl 1.088 1.088 1.082  -0.127
H -0.132 -0.872 0.542  -0.255
C -4.797 -0.691 0.586  0.181
Cl -4.679 -0.880 -1.248  -0.129
Cl -3.985 -1.942 1.494  -0.095
Cl -6.462 -0.640 1.075  -0.126
H -4.361 0.284 0.802  0.158
C -0.816 -3.729 -2.338  0.002
Cl -1.425 -3.217 -0.747  -0.070
Cl 0.482 -2.663 -2.802  -0.098
Cl -2.022 -3.777 -3.551  -0.120
H -0.433 -4.749 -2.298  0.301

***

DFT (ωB97M-V/def2-TZVPD) results for C6H6ClN3S in the gas phase in a non-equilibrium geometry.

Calculated values
* HOMO (spin up / spin down): -4.9 / -9.1 eV
* 2S+1: 3
* total charge: 0

Each line ends with the Mulliken spin population.
Atoms and positions in Å:
C -2.122 1.080 0.559  0.043
C -2.812 0.046 -0.118  0.604
C -0.734 0.986 0.697  0.184
C -2.074 -1.192 -0.339  0.134
C -0.135 -0.243 0.475  0.579
C 2.382 0.528 -0.209  0.125
N -0.827 -1.325 0.028  0.072
N 3.249 -0.218 -0.845  0.005
N 1.250 -0.470 0.590  0.156
S 2.477 2.038 0.250  0.032
Cl 1.646 -2.195 0.390  0.004
H -2.522 2.045 0.774  0.017
H -3.856 0.044 -0.217  0.035
H -0.271 1.773 1.179  0.004
H -2.420 -2.141 -0.548  0.003
H 2.886 -1.144 -1.263  0.004
H 3.883 0.390 -1.402  -0.001

***

Calculated total energy / eV: -29557.381, -158652.196, -149378.006, -96759.710, -77628.406, -88683.225, -231721.762, -34140.816